[1]
# C19H17N3O4S

The molecule C19H17N3O4S (ωB97M-V/def2-TZVPD, the OMol25 dataset).

Output
Frontier orbital gap: 0.247 Ha
ΔE to the lowest compared entry with this formula, charge and spin: 1522.75 kJ/mol

Structure (XYZ):
```
44
C19H17N3O4S (ωB97M-V/def2-TZVPD)
C 2.301 1.092 2.349
C 2.582 2.556 1.925
H 3.615 2.979 2.076
H 1.790 3.146 2.487
O 2.223 2.625 0.387
C 0.888 2.897 0.200
O -0.096 2.914 1.053
C 0.814 3.173 -1.476
H -0.196 2.840 -1.788
H 1.013 4.156 -1.622
S 2.093 2.449 -2.205
C 1.846 0.764 -1.597
N 3.012 -0.295 -1.673
C 2.907 -1.227 -0.916
C 3.999 -2.178 -1.054
C 3.873 -3.399 -0.154
C 2.802 -3.926 0.417
C 1.616 -3.015 0.423
C 1.786 -1.620 -0.390
C 0.547 -0.764 -0.336
N 0.702 0.384 -1.066
N -0.771 -1.127 0.094
C -1.905 -0.492 -0.133
C -2.117 0.822 -0.058
C -3.314 1.527 -0.589
C -4.315 0.543 -0.420
C -4.238 -1.052 -0.351
C -2.979 -1.294 -0.268
H -2.996 -2.565 -0.080
O -5.444 -1.503 -0.346
C -6.401 -0.299 -0.580
O -5.763 0.800 -0.647
H -6.942 -0.475 -1.452
H -7.138 -0.578 0.294
H -3.457 2.360 -0.368
H -1.147 1.603 -0.110
H -0.681 -2.194 0.016
H 0.764 -3.264 1.134
H 2.718 -4.666 0.901
H 4.690 -3.889 -0.159
H 4.988 -1.899 -1.255
H 1.079 0.867 2.331
H 2.399 0.879 3.339
H 2.854 0.343 1.668
```

***

[2]
# C19H17N5O3

The molecule C19H17N5O3 (ωB97M-V/def2-TZVPD, the OMol25 dataset).

Output
Frontier orbital gap: 0.308 Ha
ΔE to the lowest compared entry with this formula, charge and spin: 112.02 kJ/mol

Structure (XYZ):
```
44
C19H17N5O3 (ωB97M-V/def2-TZVPD)
C -1.083 -3.924 -2.365
C -0.372 -3.546 -1.118
C -0.705 -3.773 0.200
C 0.355 -3.200 0.927
N 1.260 -2.669 0.115
N 0.816 -2.884 -1.104
C 1.532 -2.316 -2.216
C 1.344 -0.815 -2.259
C 2.401 0.015 -2.604
C 2.244 1.388 -2.594
C 1.032 1.951 -2.211
C -0.040 1.122 -1.903
C 0.117 -0.250 -1.934
H -0.723 -0.880 -1.678
H -0.996 1.545 -1.638
C 0.920 3.433 -2.141
O 1.330 4.194 -2.991
N 0.323 3.914 -1.005
N -0.038 3.121 0.010
C -0.535 3.609 1.074
C -0.928 2.748 2.169
C -0.713 1.368 2.112
C -1.097 0.562 3.164
C -1.697 1.115 4.286
C -1.912 2.482 4.353
C -1.530 3.296 3.303
H -1.698 4.362 3.356
H -2.377 2.914 5.226
H -1.993 0.480 5.107
H -0.928 -0.503 3.122
H -0.237 0.956 1.236
H -0.688 4.688 1.200
H 0.242 4.932 -0.922
H 3.065 2.037 -2.857
H 3.355 -0.414 -2.872
H 1.176 -2.779 -3.140
H 2.593 -2.544 -2.088
N 0.491 -3.143 2.335
O 1.519 -2.710 2.802
O -0.461 -3.534 2.988
H -1.563 -4.271 0.599
H -1.293 -3.050 -2.980
H -2.023 -4.405 -2.111
H -0.487 -4.623 -2.953
```

***

[3]
# C19H17N5OS2

The molecule C19H17N5OS2 (ωB97M-V/def2-TZVPD, the OMol25 dataset).

Output
Frontier orbital gap: 0.294 Ha
ΔE to the lowest compared entry with this formula, charge and spin: 129.78 kJ/mol

Structure (XYZ):
```
44
C19H17N5OS2 (ωB97M-V/def2-TZVPD)
C -4.285 -3.393 1.356
C -3.986 -1.993 0.925
C -3.064 -1.720 -0.035
N -2.781 -0.451 -0.436
C -3.419 0.633 0.125
N -3.158 1.869 -0.221
C -2.229 2.091 -1.164
C -1.561 1.082 -1.805
C -1.792 -0.280 -1.469
O -1.255 -1.266 -1.935
H -0.818 1.283 -2.558
C -1.922 3.527 -1.434
H -1.263 3.652 -2.289
H -2.833 4.113 -1.540
S -1.096 4.253 0.034
C 0.285 3.214 0.103
N 0.729 2.523 -0.882
N 1.763 1.748 -0.589
C 2.142 1.816 0.641
N 3.128 1.105 1.220
C 3.916 0.137 0.562
C 5.299 0.234 0.686
C 6.126 -0.696 0.088
C 5.569 -1.734 -0.641
C 4.195 -1.845 -0.737
C 3.340 -0.931 -0.132
C 1.862 -1.128 -0.210
H 1.627 -2.160 -0.458
H 1.436 -0.487 -0.981
H 1.385 -0.872 0.735
H 3.764 -2.670 -1.285
H 6.206 -2.463 -1.120
H 7.197 -0.608 0.186
H 5.723 1.052 1.251
H 3.530 1.507 2.055
S 1.178 2.963 1.609
C -4.391 0.372 1.127
C -4.668 -0.898 1.518
H -5.406 -1.092 2.282
H -4.882 1.231 1.553
H -2.492 -2.480 -0.550
H -4.069 -3.514 2.417
H -3.690 -4.106 0.793
H -5.340 -3.616 1.204
```

***

[4]
# C19H17NO4

A 3-piece molecular cluster, C19H17NO4 overall (ωB97M-V/def2-TZVPD, the OMol25 dataset).

Output
Frontier orbital gap: 0.290 Ha
ΔE to the lowest compared entry with this formula, charge and spin: 299.45 kJ/mol

Structure (XYZ):
```
41
C19H17NO4 (ωB97M-V/def2-TZVPD)
C 3.782 1.757 -1.612
C 2.600 1.563 -2.597
C 1.628 2.657 -2.389
C 0.627 2.666 -1.552
O 0.236 1.649 -0.695
C -0.909 1.192 -1.083
N -1.964 0.901 -1.477
C -0.142 3.948 -1.618
O -1.164 4.245 -1.090
O 0.593 4.734 -2.477
C 1.571 3.999 -3.076
O 2.253 4.344 -3.985
H 3.642 2.679 -1.064
H 3.827 0.968 -0.875
H 4.703 1.877 -2.161
H 2.071 0.638 -2.407
H 2.964 1.551 -3.612
C -4.292 -0.498 0.784
C -4.069 -1.868 0.817
C -4.746 -2.661 1.734
C -5.652 -2.085 2.613
C -5.878 -0.716 2.578
C -5.196 0.078 1.666
H -3.762 0.119 0.070
H -3.366 -2.317 0.127
H -4.567 -3.728 1.763
H -6.183 -2.703 3.325
H -6.587 -0.267 3.262
H -5.368 1.146 1.642
C 1.835 -1.391 1.788
C 2.088 -1.157 0.444
C 3.035 -1.918 -0.228
C 3.723 -2.920 0.443
C 3.467 -3.156 1.786
C 2.526 -2.390 2.460
H 1.098 -0.796 2.312
H 1.548 -0.380 -0.080
H 3.237 -1.732 -1.276
H 4.458 -3.516 -0.082
H 4.002 -3.938 2.309
H 2.330 -2.571 3.508
```

***

[5]
# C19H18BrCl2CrN7O4

C19H18BrCl2CrN7O4 as an isolated structure (ωB97M-V/def2-TZVPD, the OMol25 dataset).

Output
Total charge: +1
Frontier orbital gap (spin up / spin down): 0.282 / 0.282 Ha
ΔE to the lowest compared entry with this formula, charge and spin: 18.66 kJ/mol
Spin multiplicity: 2

Structure (XYZ):
```
52
C19H18BrCl2CrN7O4 (ωB97M-V/def2-TZVPD)
Cr -0.445 0.894 1.282
O -4.773 -1.574 -0.639
C -4.914 -1.633 0.725
C -5.937 -2.331 1.345
C -5.989 -2.370 2.730
C -5.024 -1.724 3.489
C -4.006 -1.027 2.858
C -3.945 -0.970 1.472
C -2.867 -0.205 0.751
O -2.106 0.570 1.640
N -1.958 -1.120 0.059
N -0.670 -0.796 0.050
C 0.208 -1.573 -0.472
C 1.587 -1.127 -0.671
Br 1.219 -0.008 2.642
C 2.660 -1.905 -0.771
C 4.038 -1.448 -1.065
C 4.859 -1.003 -0.032
C 6.151 -0.577 -0.304
C 6.628 -0.597 -1.607
C 5.817 -1.055 -2.636
C 4.527 -1.488 -2.367
H -5.544 -1.963 -1.066
H -6.686 -2.840 0.750
H -6.789 -2.912 3.215
H -5.069 -1.757 4.568
H -3.258 -0.503 3.436
H -3.307 0.468 0.005
H -2.249 -2.048 -0.216
H -0.071 -2.550 -0.855
H 2.490 -2.966 -0.623
H 4.493 -1.015 0.988
H 6.787 -0.239 0.502
H 7.635 -0.267 -1.818
H 6.192 -1.084 -3.649
H 3.901 -1.857 -3.170
N 0.938 2.967 -2.823
N 1.447 2.040 -1.969
N 2.280 2.391 -1.003
C 2.446 1.256 -0.352
N 1.714 0.296 -0.936
N 1.074 0.819 -1.987
H 1.614 3.712 -2.941
H 0.618 2.517 -3.672
H 3.034 1.117 0.534
Cl -0.402 5.491 -0.289
C -1.512 4.489 0.663
Cl -3.096 4.340 -0.089
C -0.879 3.128 0.829
O -0.464 2.815 1.971
O -0.772 2.281 -0.125
H -1.629 4.942 1.643
```

***

[6]
# C19H18BrCl2N4O4PRh

C19H18BrCl2N4O4PRh as an isolated structure (ωB97M-V/def2-TZVPD, the OMol25 dataset).

Output
Total charge: +1
Frontier orbital gap: 0.242 Ha
ΔE to the lowest compared entry with this formula, charge and spin: 0.00 kJ/mol

Structure (XYZ):
```
50
C19H18BrCl2N4O4PRh (ωB97M-V/def2-TZVPD)
Rh -0.435 -1.650 -0.767
Cl 4.546 -2.979 4.310
C 3.597 -2.656 2.907
C 4.248 -2.185 1.745
C 3.551 -1.923 0.600
Cl 4.358 -1.350 -0.804
C 2.138 -2.097 0.543
O 1.529 -1.853 -0.564
C 1.496 -2.565 1.734
C 0.112 -2.819 1.795
O -0.775 -2.582 0.929
C 2.253 -2.850 2.905
H 5.319 -2.033 1.763
H -0.278 -3.297 2.697
H 1.749 -3.220 3.789
Br -0.104 2.431 -5.463
C -0.237 0.848 -4.473
C 0.886 0.001 -4.388
N 0.867 -1.137 -3.738
C -0.275 -1.482 -3.117
C -1.425 -0.685 -3.096
C -1.399 0.510 -3.825
C -2.673 -1.010 -2.285
O -3.773 -0.768 -2.699
O -2.405 -1.527 -1.103
H 1.808 0.280 -4.886
H -0.278 -2.519 -2.747
H -2.286 1.128 -3.869
C -2.431 2.679 0.900
N -2.175 1.688 1.947
C -0.946 2.045 2.656
N 0.217 2.207 1.778
C -0.102 3.188 0.740
N -1.304 2.855 -0.023
C -1.104 1.694 -0.883
P -0.723 0.274 0.212
C -2.111 0.332 1.395
C 0.664 0.938 1.207
H -2.619 3.641 1.378
H -3.320 2.393 0.337
H -0.728 1.287 3.409
H -1.111 2.995 3.163
H 0.745 3.288 0.060
H -0.269 4.150 1.227
H -0.282 1.867 -1.583
H -2.008 1.479 -1.454
H -1.952 -0.400 2.188
H -3.032 0.065 0.876
H 1.545 1.086 0.578
H 0.932 0.235 2.000
```

***

[7]
# C19H18Cl5N3PdSb

C19H18Cl5N3PdSb as an isolated structure (ωB97M-V/def2-TZVPD, the OMol25 dataset).

Output
Total charge: +1
Frontier orbital gap (spin up / spin down): 0.288 / 0.246 Ha
ΔE to the lowest compared entry with this formula, charge and spin: 69.20 kJ/mol
Spin multiplicity: 3

Structure (XYZ):
```
47
C19H18Cl5N3PdSb (ωB97M-V/def2-TZVPD)
Pd -0.077 -0.041 -0.109
N -2.411 2.438 -0.241
C -1.690 2.296 -1.404
C -2.235 2.839 -2.583
C -1.531 2.727 -3.759
C -0.289 2.091 -3.754
C 0.182 1.584 -2.561
N -0.504 1.677 -1.414
C -2.204 1.936 1.026
C -3.230 2.082 1.974
C -3.042 1.592 3.246
C -1.833 0.981 3.565
C -0.872 0.885 2.583
N -1.042 1.349 1.338
H -3.295 2.913 -0.363
H -3.195 3.335 -2.550
H -1.938 3.126 -4.675
H 0.287 1.983 -4.658
H 1.158 1.107 -2.494
H -4.158 2.556 1.697
H -3.821 1.678 3.986
H -1.645 0.586 4.549
H 0.096 0.447 2.800
Cl 2.825 -2.101 -1.581
C 1.217 -2.697 -1.575
C 0.194 -1.845 -1.187
C -1.097 -2.358 -1.221
Cl -2.323 -1.248 -0.688
C -1.398 -3.647 -1.635
Cl -3.020 -4.200 -1.709
C -0.338 -4.487 -1.997
Cl -0.653 -6.100 -2.472
C 0.977 -4.015 -1.965
Cl 2.273 -5.054 -2.389
C 4.549 -0.747 0.845
Sb 2.499 -0.043 0.724
C 1.639 -1.682 1.872
C 2.666 1.444 2.302
H 4.743 -1.038 1.872
H 5.216 0.055 0.556
H 4.700 -1.596 0.189
H 1.854 -1.553 2.929
H 2.073 -2.616 1.529
H 0.553 -1.731 1.714
H 2.652 0.963 3.278
H 1.869 2.181 2.239
H 3.619 1.950 2.174
```

***

[8]
# C19H18F2N2

The molecule C19H18F2N2 (ωB97M-V/def2-TZVPD, the OMol25 dataset).

Output
Frontier orbital gap: 0.330 Ha
ΔE to the lowest compared entry with this formula, charge and spin: 0.00 kJ/mol

Structure (XYZ):
```
41
C19H18F2N2 (ωB97M-V/def2-TZVPD)
C -3.724 1.766 3.876
C -2.435 1.119 3.508
C -2.429 0.095 2.574
F -3.626 -0.265 2.009
C -1.281 -0.559 2.148
C -0.042 -0.207 2.700
C 1.263 -0.831 2.211
C 1.281 -2.138 1.404
C 0.254 -3.093 1.389
C 0.344 -4.156 0.491
F -0.758 -4.951 0.287
C 1.483 -4.437 -0.265
C 1.509 -5.535 -1.273
C 2.578 -3.577 -0.073
C 2.436 -2.409 0.664
C -0.016 0.880 3.587
C -1.185 1.514 3.997
H -3.536 2.590 4.566
H -4.214 2.160 2.979
H -4.426 1.076 4.359
H -1.348 -1.349 1.406
H 1.696 -0.085 1.513
H -0.611 -2.993 2.051
H 2.544 -5.796 -1.516
H 1.009 -6.440 -0.908
H 1.020 -5.230 -2.212
H 3.550 -3.793 -0.519
H 3.246 -1.682 0.649
H 0.919 1.245 4.028
H -1.124 2.334 4.718
C 3.549 -0.727 6.682
C 3.223 -0.890 5.254
C 1.970 -0.974 4.649
N 2.201 -0.929 3.283
C 3.571 -0.890 3.112
N 4.183 -0.882 4.286
H 2.674 -0.371 7.236
H 3.859 -1.684 7.118
H 4.375 -0.013 6.815
H 1.003 -1.003 5.129
H 4.041 -0.839 2.138
```

***

[9]
# C19H18HgN5O10S2

C19H18HgN5O10S2 as an isolated structure (ωB97M-V/def2-TZVPD, the OMol25 dataset).

Output
Total charge: -2
Frontier orbital gap (spin up / spin down): 0.121 / 0.253 Ha
ΔE to the lowest compared entry with this formula, charge and spin: 23.42 kJ/mol
Spin multiplicity: 2

Structure (XYZ):
```
55
C19H18HgN5O10S2 (ωB97M-V/def2-TZVPD)
Hg -1.443 -0.452 1.185
N -1.328 -1.871 3.383
C -0.815 -0.960 4.396
C 0.655 -0.463 4.277
C 0.943 0.320 2.996
O 2.153 0.534 2.879
O -0.041 0.803 2.239
H -2.361 -1.893 3.357
H -0.875 -2.838 3.412
H -0.863 -1.359 5.461
H -1.396 -0.048 4.352
H 1.402 -1.277 4.474
H 0.737 0.206 5.112
C 3.900 0.545 -0.100
C 3.307 -0.769 -0.059
N 2.120 -1.094 -0.578
C 1.866 -2.415 -0.368
C 2.850 -3.172 0.227
S 4.200 -2.131 0.578
C 0.715 -3.046 -0.978
C 0.678 -4.400 -1.171
S -0.760 -4.903 -1.984
C -1.277 -3.202 -1.932
N -0.418 -2.404 -1.378
C -2.480 -2.771 -2.652
H 4.207 0.845 0.952
H 3.128 1.207 -0.485
H 4.751 0.578 -0.848
H 2.952 -4.206 0.088
H 1.444 -5.089 -1.004
H -3.404 -3.025 -2.092
H -2.545 -3.268 -3.621
H -2.451 -1.721 -2.808
O -4.563 -3.035 0.150
C -4.096 -1.935 0.489
O -3.667 -1.549 1.608
H -3.916 -1.189 -0.295
O -3.264 2.170 -0.150
C -2.272 1.599 -0.596
O -2.117 0.302 -0.775
C -1.184 2.495 -1.173
C -0.033 2.057 -1.876
C 0.920 2.991 -2.306
C 0.828 4.369 -2.204
C -0.283 4.810 -1.516
C -1.268 3.910 -1.037
N -0.409 6.181 -1.237
O -1.374 6.521 -0.518
O 0.439 6.937 -1.753
N 2.088 2.403 -2.883
O 2.157 1.162 -2.845
O 2.908 3.146 -3.453
H 0.008 0.996 -2.029
H 1.659 5.067 -2.453
H -2.111 4.333 -0.461
```

***

[10]
# C19H18IN3O2PtS2

C19H18IN3O2PtS2 as an isolated structure (ωB97M-V/def2-TZVPD, the OMol25 dataset).

Output
Total charge: +2
Frontier orbital gap (spin up / spin down): 0.250 / 0.199 Ha
ΔE to the lowest compared entry with this formula, charge and spin: 300.02 kJ/mol
Spin multiplicity: 5

Structure (XYZ):
```
46
C19H18IN3O2PtS2 (ωB97M-V/def2-TZVPD)
C 0.733 2.834 -0.949
C 3.085 0.488 -2.130
H 0.740 3.545 -1.778
H 1.629 3.052 -0.343
H -0.138 2.947 -0.299
H 3.163 -0.054 -3.069
H 3.678 1.422 -2.171
H 3.478 -0.126 -1.311
C -1.743 1.876 -2.161
C -3.098 1.637 -2.369
C -3.479 0.495 -3.062
C -2.499 -0.425 -3.389
H -1.393 2.808 -1.733
H -3.832 2.333 -1.969
H -4.517 0.308 -3.332
H -2.708 -1.350 -3.908
N -0.804 0.934 -2.383
C -1.173 -0.229 -2.988
C -0.166 -1.265 -3.013
N 0.978 -0.964 -2.339
C 1.831 -1.971 -2.060
C 0.649 -3.482 -3.502
C 1.773 -3.181 -2.735
H 2.603 -1.781 -1.327
H 2.591 -3.879 -2.621
C -0.357 -2.534 -3.573
H -1.274 -2.736 -4.101
H 0.576 -4.420 -4.028
Pt 1.254 1.073 -1.632
I -2.392 2.833 1.374
O -3.075 0.674 4.094
S -1.823 1.375 4.105
O -1.669 2.631 4.769
N -1.202 1.415 2.496
C -0.308 0.414 2.223
S 0.114 -0.147 0.702
C 0.193 -0.167 3.466
C 1.258 -1.044 3.688
C 1.704 -1.296 4.987
C 1.064 -0.701 6.087
C -0.069 0.097 5.888
C -0.485 0.321 4.582
H 1.732 -1.498 2.825
H 2.558 -1.954 5.171
H 1.442 -0.854 7.101
H -0.623 0.545 6.716
```

***

Max |F|, respectively: 18.211, 2.221, 1.837, 2.447, 0.573, 0.461, 1.224, 1.908, 2.912, 5.229 eV Å⁻¹.